C4H6O2 | ωB97M-V/def2-TZVPD

Positions of all 12 atoms, in Å:
O: 0.11263 0.03595 -1.46193
O: -2.10043 -0.43794 -1.23488
C: -0.97293 -0.79493 -1.41587
C: 1.22429 0.61070 0.72395
C: 0.07879 0.70723 -0.21704
C: -0.01781 -0.20023 0.97360
H: 1.39891 1.46552 1.36635
H: -0.74733 0.05442 1.73032
H: 2.10632 0.06567 0.40635
H: -0.64612 -1.84242 -1.45396
H: -0.52357 1.60834 -0.23084
H: 0.08726 -1.27232 0.81395

Output
SMILES string ... O=COC1CC1
E_HOMO ... -10.6 eV
Net charge ... 0
Electronic energy ... -8338.5203 eV
LUMO energy ... 1.1 eV
Relative energy (zero: lowest compared OMol25 entry of this formula, charge and spin) ... 187.3 kJ/mol

CH27O16 | ωB97M-V/def2-TZVPD

Positions of all 44 atoms, in Å:
O: 1.00211 -1.15220 -1.05937
O: -1.79450 -1.71562 2.63695
O: 3.33096 0.22075 -0.00588
O: -0.16230 -1.39871 -3.36411
O: -2.33679 0.85248 1.75753
O: 0.35980 0.36858 3.58987
O: 1.83771 1.33702 -3.11810
O: 2.90656 -2.97926 -1.16959
O: -0.84750 3.20501 2.91353
O: -1.63385 2.43886 -2.35972
O: 0.42529 3.14659 0.30394
O: 0.28355 -4.63559 -0.60357
O: -1.26655 -2.30872 -0.00371
O: -2.36255 -0.37587 -1.72307
O: 0.32951 0.92259 -0.96004
O: 0.57056 -0.13816 0.91169
C: 0.62506 -0.13714 -0.43775
H: 0.23713 -1.14257 -2.50040
H: -2.18924 3.16875 -2.64541
H: 0.46380 -4.20535 -1.44505
H: 0.28185 2.32464 -0.17715
H: -0.27185 3.06610 2.13410
H: 1.36650 3.37990 0.14894
H: -0.60608 -1.68383 -0.10991
H: -0.79465 2.82078 -2.47516
H: -0.29089 3.76335 3.48152
H: -2.23895 -1.12082 -1.09516
H: -2.31174 1.73546 1.37353
H: 0.38506 0.60603 4.50096
H: -1.61954 -1.64062 3.59842
H: -3.16395 0.54019 1.37868
H: -1.47509 -2.31097 0.97623
H: 3.60818 0.10666 0.88784
H: 0.35474 0.68358 1.24906
H: 2.48620 -0.27083 0.01376
H: -1.61048 -0.83027 2.31164
H: 1.43034 2.20236 -3.14085
H: 2.60025 -3.21762 -0.33521
H: -0.90156 -1.92416 -3.12141
H: 2.45109 -2.17835 -1.49082
H: 0.99783 0.99892 3.25026
H: 1.25300 0.98532 -2.40457
H: -1.78088 0.33567 -1.51632
H: 0.07187 -3.84293 -0.15616

Output
E_HOMO ... -6.6 eV
Net charge ... -1
Electronic energy ... -34238.3425 eV
LUMO energy ... 2.0 eV
Relative energy (zero: lowest compared OMol25 entry of this formula, charge and spin) ... 136.7 kJ/mol

C3H4O5 | ωB97M-V/def2-TZVPD

Positions of all 12 atoms, in Å:
O: -1.95184 -0.74494 0.36324
O: -1.56607 1.78156 0.57047
O: -0.44620 0.94364 0.48489
O: 0.22776 -1.19817 0.41765
O: 0.38622 0.48775 -2.57691
C: -0.67298 0.19406 -2.31520
C: -0.80723 -0.39500 0.32260
C: 1.54003 -0.64874 0.52992
H: 2.20912 -1.50617 0.56057
H: 1.78259 -0.01820 -0.32868
H: -2.33085 1.16237 0.52940
H: 1.62947 -0.05815 1.44203

Output
E_HOMO ... -10.8 eV
Net charge ... 0
Electronic energy ... -13410.1387 eV
LUMO energy ... 0.9 eV
Relative energy (zero: lowest compared OMol25 entry of this formula, charge and spin) ... 357.4 kJ/mol

C28H45NO22Si | ωB97M-V/def2-TZVPD

Positions of all 97 atoms, in Å:
Si: -2.14654 -0.96256 -0.12480
O: 1.96641 -2.39382 -3.96769
O: 1.64021 -1.57601 -6.04060
O: -0.58446 6.61123 -0.14146
O: 0.22781 -3.58687 -1.31668
O: 3.21395 5.37184 3.69931
O: 1.53593 -7.96712 1.29611
O: -7.12871 -2.05905 5.64886
O: -5.10726 -1.24819 6.12096
O: 7.10326 -0.03575 -9.46811
O: 3.40202 -8.93906 0.48959
O: 2.99679 3.28531 -0.56786
O: -6.17350 -0.56722 4.25688
O: 5.49214 -1.59229 -9.22587
O: -2.52157 7.21459 0.83916
O: 2.85536 -6.83318 -0.09714
O: 1.60776 3.90236 3.22745
O: 0.87921 2.83127 -1.06899
O: 1.58386 5.92406 2.24266
O: -2.23365 5.11165 0.16412
O: 2.43257 1.21728 -1.24722
O: 3.39385 -0.90435 -4.80526
O: 5.06263 0.53096 -8.69958
N: 0.46878 0.32279 2.17862
C: -0.63196 0.15405 0.04413
C: -3.43786 5.11186 0.93768
C: 4.22039 -1.59472 -8.56756
C: 2.59474 3.17735 3.97096
C: -1.67406 6.34467 0.24862
C: 0.86868 4.13782 -0.45594
C: 1.05512 -6.62006 1.30583
C: -6.14124 -1.22460 5.24380
C: 2.08793 5.14776 2.98819
C: 2.67232 -8.00628 0.55480
C: 1.66459 -6.04796 0.04365
C: -1.90055 -2.33967 -1.39005
C: 3.79999 -0.14581 -8.66014
C: -4.19071 -1.17177 1.81709
C: 3.74015 -1.03890 -3.41331
C: -5.52269 -1.97058 7.28371
C: 3.37963 4.29494 4.62867
C: 2.27328 -1.61819 -5.03276
C: -1.13172 -3.56995 -0.87066
C: -1.41157 1.83641 1.81032
C: 2.31216 4.55201 -0.57038
C: -0.46389 0.73134 1.40708
C: -3.80083 6.58282 0.95944
C: 2.13003 2.34196 -0.98760
C: -6.63606 -2.84211 6.73950
C: 3.07181 -2.34694 -3.05443
C: -2.75528 -1.67834 1.51007
C: 5.99590 -0.33501 -9.16268
H: 0.19606 4.79972 -0.97063
H: -5.87643 -1.25897 8.03163
H: -2.10302 -1.41832 2.34611
H: -4.82922 -1.45151 0.97877
H: 3.25497 0.07360 -9.58017
H: -1.07257 2.76558 1.34743
H: -4.41718 6.87422 0.10755
H: 0.19583 -3.71129 -2.26862
H: -1.39192 1.99319 2.88756
H: 2.52964 5.06948 -1.50610
H: 2.12011 2.50753 4.68307
H: -1.42326 -1.97266 -2.29945
H: 0.54884 4.03243 0.58083
H: -6.26979 -3.79412 6.35161
H: -3.21654 4.71995 1.93205
H: -1.15958 -3.68317 0.21052
H: 3.71318 -3.21125 -3.23869
H: 2.71852 -2.37645 -2.02654
H: -2.90250 -2.66597 -1.68237
H: 4.35854 -1.91971 -7.53538
H: -0.79260 0.99457 -0.63786
H: -4.29222 6.89136 1.87793
H: 2.95804 4.59374 5.58980
H: -4.17289 -0.08226 1.82232
H: 4.43303 4.06278 4.75756
H: -1.62087 -4.45317 -1.29593
H: 3.19710 2.59135 3.27523
H: -7.42683 -3.03127 7.46029
H: -0.03182 -6.60278 1.30360
H: 3.53392 -2.27357 -9.06569
H: -4.57152 -1.55969 2.75214
H: -3.25950 -0.11348 -0.63207
H: 0.27976 -0.33538 -0.29490
H: 0.43611 0.82200 3.06664
H: 1.41829 -6.12325 2.20747
H: 1.90301 -4.99258 0.12506
H: 3.32999 -0.19587 -2.86481
H: -4.69300 -2.53858 7.69573
H: 1.03381 -6.20111 -0.83179
H: -2.80845 -2.76942 1.48684
H: 3.21095 0.18160 -7.80807
H: 4.81918 -1.05773 -3.28578
H: -2.43980 1.64627 1.49947
H: -4.19264 4.48690 0.46806
H: 2.64014 5.16732 0.25913

Output
SMILES string ... [H]/N=C(\C)C[Si@H](CC)CCO.O=C1OCCO1.O=C1OCCO1.O=C1OCCO1.O=C1OCCO1.O=C1OCCO1.O=C1OCCO1.O=C1OCCO1
E_HOMO ... -9.8 eV
Net charge ... 0
Electronic energy ... -84179.1788 eV
LUMO energy ... 0.2 eV

Record order is preserved below.
Gap between HOMO and LUMO: 11.689, 8.637, 11.692, 10.007 eV